(1)
A 11-piece molecular cluster, C33H88O11 overall. Source: the Open Molecules 2025 dataset; level of theory: ωB97M-V/def2-TZVPD.

Last column: Löwdin spin population.
Cartesian coordinates (Å):
C (0.00040, -0.43023, 0.93315)  0.004
C (0.72517, 0.14780, -0.18623)  0.009
C (-0.04085, 0.02590, -1.47139)  0.015
O (0.98980, 1.56096, 0.04546)  0.006
H (-0.35738, -1.45371, 0.82106)  0.003
H (-0.93036, 0.08272, 1.17539)  0.000
H (0.57270, -0.38024, 1.85947)  0.001
H (1.68950, -0.35297, -0.27213)  0.007
H (-0.85324, 0.75084, -1.42043)  0.001
H (-0.59235, -0.90265, -1.61890)  0.003
H (0.51302, 0.14877, -2.40210)  0.009
H (1.10128, 2.07236, -0.75930)  0.004
C (-2.72392, 2.51631, 2.79485)  0.001
C (-3.88438, 2.81867, 1.86862)  0.000
C (-3.50648, 2.59208, 0.42190)  0.001
O (-4.94531, 2.15800, 2.26122)  0.000
H (-2.95419, 2.42614, 3.85642)  0.000
H (-1.93495, 3.23757, 2.58170)  0.000
H (-2.27595, 1.56758, 2.49932)  0.000
H (-4.07660, 3.87815, 2.03789)  0.000
H (-4.27764, 3.08535, -0.16978)  0.000
H (-3.50877, 1.56349, 0.06120)  0.001
H (-2.57067, 3.08244, 0.15372)  0.001
H (-4.76934, 1.21433, 2.25039)  0.000
C (-0.97728, -5.97324, -4.05008)  0.034
C (-1.06717, -5.50031, -2.60600)  0.024
C (-1.35679, -3.95137, -2.47560)  0.023
O (-2.30601, -6.02367, -2.22322)  0.010
H (-0.80000, -7.03571, -4.21695)  0.005
H (-0.10650, -5.50454, -4.50852)  0.018
H (-1.81021, -5.69067, -4.69387)  0.001
H (-0.27701, -5.79994, -1.91754)  0.011
H (-1.44996, -3.60534, -1.44619)  0.004
H (-2.00745, -3.49046, -3.21876)  0.001
H (-0.43971, -3.50465, -2.85969)  0.024
H (-2.12872, -6.95819, -2.35303)  0.004
C (3.87155, -4.40068, -0.46902)  0.086
C (3.18740, -3.09482, -0.03089)  0.035
C (2.28480, -3.47231, 1.17945)  0.020
O (4.15539, -2.24823, 0.45485)  0.081
H (3.11122, -5.18075, -0.43048)  0.013
H (4.75731, -4.55030, 0.14835)  0.007
H (4.21255, -4.35768, -1.50341)  0.047
H (2.73581, -2.52384, -0.84214)  0.028
H (1.83725, -2.59321, 1.64310)  0.001
H (2.72069, -3.97826, 2.04091)  0.002
H (1.48226, -4.02142, 0.68700)  0.007
H (4.88984, -2.21838, -0.16265)  0.044
C (-2.93650, -0.91878, -4.10224)  0.007
C (-2.93064, -1.80419, -5.33932)  0.011
C (-4.20378, -2.65402, -5.35221)  0.007
O (-2.80998, -0.91319, -6.36485)  0.013
H (-3.94589, -0.50762, -4.11517)  0.001
H (-2.23367, -0.08856, -4.03251)  0.003
H (-2.90743, -1.49622, -3.17821)  0.001
H (-1.99435, -2.36219, -5.34895)  0.006
H (-5.16443, -2.25593, -5.67898)  0.001
H (-4.38387, -3.03921, -4.34857)  0.001
H (-4.04389, -3.52829, -5.98323)  0.002
H (-3.47601, -0.23768, -6.21759)  0.001
C (3.06447, 1.23564, -3.66773)  0.059
C (4.57819, 1.51621, -3.28364)  0.024
C (5.52345, 1.03619, -4.37335)  0.056
O (4.78232, 2.94004, -3.19673)  0.004
H (2.40232, 1.78966, -3.00235)  0.005
H (2.80669, 0.17856, -3.60273)  0.041
H (2.80396, 1.58883, -4.66548)  0.010
H (4.83079, 1.11487, -2.30220)  0.014
H (5.15994, 1.36170, -5.34803)  0.004
H (5.67449, -0.04241, -4.32962)  0.033
H (6.52671, 1.43124, -4.21366)  0.005
H (4.59615, 3.35552, -4.04189)  0.003
C (4.17063, 3.56466, 0.12541)  0.006
C (4.74517, 4.87358, -0.36169)  0.003
C (5.29073, 5.83263, 0.73860)  0.001
O (5.72902, 4.62857, -1.31230)  0.003
H (3.84993, 3.00205, -0.75134)  0.001
H (3.47688, 3.47621, 0.96147)  0.001
H (4.90794, 2.82906, 0.44691)  0.004
H (3.95094, 5.36933, -0.91985)  0.002
H (5.79394, 5.25719, 1.51560)  0.000
H (4.53095, 6.39922, 1.27697)  0.000
H (6.05479, 6.47029, 0.29397)  0.000
H (5.39741, 4.04616, -1.99963)  0.000
C (-3.80347, -1.61778, 1.25588)  0.005
C (-4.62183, -1.63535, 2.59007)  0.002
C (-3.68572, -1.27290, 3.85443)  0.002
O (-5.59422, -0.62870, 2.52894)  0.002
H (-3.22429, -2.52848, 1.10325)  0.004
H (-3.10551, -0.78081, 1.23497)  0.000
H (-4.52503, -1.51424, 0.44550)  0.002
H (-5.17963, -2.54383, 2.81727)  0.001
H (-2.73207, -1.79596, 3.78334)  0.001
H (-4.14353, -1.61190, 4.78372)  0.000
H (-3.50471, -0.19972, 3.91452)  0.000
H (-6.14244, -0.71181, 1.74526)  0.001
C (-0.26515, -0.86162, 5.78478)  0.001
C (0.31668, -0.00375, 6.92338)  0.000
C (0.10525, 1.47904, 6.65897)  0.000
O (-0.45984, -0.37591, 8.05857)  0.000
H (-0.00639, -0.55472, 4.77140)  0.000
H (-1.35502, -0.84482, 5.78739)  0.000
H (-0.04740, -1.90153, 6.02826)  0.000
H (1.35021, -0.33390, 7.02783)  0.000
H (0.69911, 2.11964, 7.31095)  0.000
H (-0.92716, 1.78564, 6.82690)  0.000
H (0.31986, 1.63933, 5.60240)  0.000
H (-0.14433, 0.17827, 8.77616)  0.000
C (3.50557, 0.20404, 4.84875)  0.002
C (3.91307, -0.95233, 3.98052)  0.004
C (3.52510, -2.36853, 4.55516)  0.004
O (3.20553, -0.78152, 2.76392)  0.006
H (3.30566, -0.07556, 5.88314)  0.000
H (2.59475, 0.70990, 4.52845)  0.000
H (4.29779, 0.95145, 4.89219)  0.001
H (4.94736, -0.86919, 3.64671)  0.003
H (2.47233, -2.65072, 4.56614)  0.000
H (3.94172, -2.62131, 5.53016)  0.000
H (3.94431, -3.14686, 3.91754)  0.002
H (3.56201, -1.34626, 2.07430)  0.003
C (-3.01447, 3.23682, -3.39736)  0.007
C (-4.46396, 3.61331, -3.30132)  0.002
C (-4.58750, 4.83431, -2.42016)  0.002
O (-4.75679, 4.08100, -4.60618)  0.002
H (-2.69686, 2.80703, -2.44736)  0.001
H (-2.31627, 4.06214, -3.53689)  0.004
H (-2.88393, 2.47904, -4.16991)  0.002
H (-5.12967, 2.80800, -2.99076)  0.001
H (-5.35661, 5.49752, -2.81603)  0.000
H (-3.58498, 5.25880, -2.36666)  0.001
H (-4.99583, 4.69907, -1.41862)  0.000
H (-4.27780, 4.90488, -4.72189)  0.000

Properties
strongest force on any atom	4.55	eV Å⁻¹
E_tot	-2137.553624	a.u.
2S+1	2
total charge	-1
energy relative to the best compared isomer or geometry (same formula, charge and spin)	2.182	eV
orbital gap (alpha / beta)	1.745 / 9.552	eV

(2)
A 11-piece molecular cluster, C33H88O11 overall. Source: the Open Molecules 2025 dataset; level of theory: ωB97M-V/def2-TZVPD.

Last column: Mulliken charge in e.
Cartesian coordinates (Å):
C (-4.14835, 1.76829, 3.58500)  -1.657
C (-3.10473, 2.17101, 2.59448)  0.963
C (-1.76961, 2.32067, 3.34826)  -1.232
O (-2.96706, 1.25918, 1.58808)  -0.428
H (-4.16777, 2.46061, 4.42668)  0.416
H (-3.92755, 0.76864, 3.95921)  0.337
H (-5.07141, 1.60288, 3.02940)  0.457
H (-3.44962, 3.09299, 2.12641)  0.042
H (-1.76869, 3.10592, 4.10423)  0.572
H (-1.01758, 2.46360, 2.57229)  -0.031
H (-1.48500, 1.38437, 3.82829)  0.197
H (-3.85460, 1.04763, 1.28958)  0.261
C (0.74084, -2.71994, 3.77765)  -1.125
C (1.15152, -1.37903, 4.37395)  0.428
C (2.26784, -1.50387, 5.47568)  -1.571
O (1.63480, -0.43322, 3.41853)  0.168
H (1.55061, -3.39579, 3.50266)  0.224
H (0.00631, -2.56868, 2.98665)  -0.084
H (0.14526, -3.30284, 4.48022)  0.529
H (0.26393, -0.88531, 4.76960)  0.452
H (2.51511, -0.53438, 5.90817)  0.375
H (3.17963, -1.96790, 5.09962)  0.224
H (1.89465, -2.21013, 6.21732)  0.435
H (0.97098, -0.26013, 2.74698)  -0.053
C (3.23633, 3.31962, -1.26029)  -1.560
C (2.11041, 3.27090, -2.33239)  1.693
C (1.89433, 4.61526, -3.01260)  -1.325
O (2.51210, 2.40708, -3.33876)  -0.497
H (2.86681, 3.84083, -0.37718)  0.231
H (3.99970, 3.94201, -1.72718)  0.580
H (3.74515, 2.38158, -1.03824)  0.340
H (1.18227, 2.93879, -1.86724)  -0.595
H (2.77462, 4.98476, -3.53860)  0.403
H (1.44266, 5.29967, -2.29450)  0.249
H (1.13511, 4.46753, -3.78062)  0.236
H (3.45209, 2.48614, -3.51702)  0.317
C (-3.10682, -2.36197, -3.17221)  -0.321
C (-3.82055, -2.21296, -4.47969)  0.271
C (-4.84565, -1.10060, -4.47065)  -1.530
O (-2.92229, -1.91473, -5.52948)  -0.624
H (-2.28543, -3.07236, -3.26581)  0.157
H (-3.78726, -2.77176, -2.42576)  0.260
H (-2.73119, -1.38659, -2.86299)  -0.258
H (-4.30591, -3.14705, -4.76253)  0.601
H (-4.38185, -0.12831, -4.30431)  0.333
H (-5.61902, -1.31785, -3.73390)  0.405
H (-5.37859, -1.10347, -5.42146)  0.373
H (-2.66733, -2.80837, -5.77033)  0.287
C (5.64345, -2.92857, 2.10338)  -1.620
C (4.17889, -3.15877, 1.80248)  1.750
C (3.68324, -2.60271, 0.46705)  -0.577
O (4.01672, -4.52755, 1.80425)  -0.598
H (5.97133, -3.55535, 2.93268)  0.426
H (5.87676, -1.89749, 2.36897)  0.346
H (6.21973, -3.26028, 1.23968)  0.447
H (3.55293, -2.83400, 2.63362)  -1.053
H (3.90839, -3.22810, -0.39683)  0.405
H (4.09045, -1.64278, 0.14951)  0.437
H (2.60206, -2.49350, 0.55198)  -0.385
H (4.77689, -4.91418, 1.36349)  0.405
C (-0.97713, -0.19037, -0.68833)  -1.170
C (0.08171, -0.46321, 0.41055)  1.910
C (1.29906, 0.44148, 0.15042)  -0.832
O (-0.55556, -0.14023, 1.65449)  0.580
H (-1.33788, 0.83816, -0.69753)  0.089
H (-1.74566, -0.93614, -0.48514)  -0.079
H (-0.48905, -0.44824, -1.62822)  0.579
H (0.29811, -1.53150, 0.41678)  -0.603
H (1.67811, 0.45670, -0.87143)  0.632
H (2.13444, 0.31324, 0.83875)  -0.025
H (0.95063, 1.45796, 0.33330)  -0.411
H (-1.28547, 0.47703, 1.56596)  -0.591
C (-1.42478, 4.05995, -0.61608)  -0.238
C (-1.59431, 5.57048, -0.21767)  0.434
C (-1.53908, 5.71771, 1.24173)  -1.090
O (-0.56602, 6.33913, -0.86175)  -0.474
H (-1.58665, 3.94364, -1.68769)  0.176
H (-2.07311, 3.37599, -0.06839)  0.133
H (-0.42907, 3.64414, -0.46184)  -0.214
H (-2.55748, 5.94457, -0.56474)  0.148
H (-0.72963, 5.16337, 1.71668)  0.167
H (-2.41663, 5.30310, 1.73782)  0.196
H (-1.39443, 6.77108, 1.48170)  0.423
H (-0.77465, 7.22934, -0.56915)  0.323
C (0.13594, 0.37226, -5.93979)  -1.542
C (-1.03458, 0.76226, -5.03212)  1.686
C (-0.93753, 2.21714, -4.53212)  -1.093
O (-2.26496, 0.75200, -5.70688)  -0.654
H (0.04823, -0.64431, -6.32318)  0.329
H (1.09904, 0.52106, -5.45154)  0.254
H (0.11384, 0.99989, -6.83068)  0.405
H (-1.14365, 0.10115, -4.17239)  -0.397
H (-1.73422, 2.52055, -3.85292)  0.328
H (-0.71129, 2.94526, -5.31105)  0.466
H (-0.15364, 2.34750, -3.78605)  -0.104
H (-2.53752, -0.16748, -5.66358)  0.350
C (4.06197, 2.02557, 4.73046)  -1.095
C (2.98993, 2.74616, 3.89464)  0.308
C (3.20135, 2.59794, 2.42560)  -0.687
O (1.87371, 2.09164, 4.29983)  -0.553
H (3.91078, 0.94836, 4.66078)  0.005
H (3.93450, 2.30090, 5.77739)  0.331
H (5.07631, 2.34871, 4.49640)  0.395
H (2.89359, 3.75817, 4.28790)  0.429
H (3.46281, 1.58987, 2.10387)  0.086
H (4.01910, 3.21246, 2.04909)  0.555
H (2.26900, 2.94487, 1.98008)  -0.039
H (1.86147, 1.22033, 3.89697)  0.313
C (1.81142, -2.95981, -2.68071)  -1.047
C (1.23569, -4.26552, -2.21863)  0.552
C (0.38411, -4.18303, -1.00676)  -0.652
O (0.41006, -4.73625, -3.24593)  -0.562
H (2.57385, -2.92811, -3.45903)  0.425
H (2.16429, -2.30067, -1.88754)  0.002
H (1.01691, -2.39618, -3.16978)  0.315
H (2.11222, -4.89220, -2.05417)  0.227
H (-0.13539, -5.12017, -0.80674)  0.454
H (-0.31453, -3.35192, -1.10299)  -0.161
H (0.95586, -3.94615, -0.10950)  0.201
H (0.95386, -4.94560, -4.00885)  0.321
C (-3.94528, -4.84777, 0.68300)  -1.372
C (-4.09618, -3.51126, 1.39225)  0.475
C (-2.82714, -2.71417, 1.63714)  -0.331
O (-4.99631, -2.58496, 0.76348)  -0.554
H (-3.27263, -5.54645, 1.18049)  0.375
H (-3.56989, -4.72462, -0.33288)  0.237
H (-4.87239, -5.41611, 0.60852)  0.456
H (-4.54545, -3.76415, 2.35262)  0.180
H (-2.20556, -3.31510, 2.30095)  0.316
H (-2.91795, -1.72683, 2.08991)  0.079
H (-2.26321, -2.48286, 0.73350)  -0.290
H (-5.66601, -3.05921, 0.26529)  0.310

Properties
structure (SMILES)	CC(C)O.CC(C)O.CC(C)O.CC(C)O.CC(C)O.CC(C)O.CC(C)O.CC(C)O.CC(C)O.CC(C)O.CC(C)O
strongest force on any atom	3.36	eV Å⁻¹
E_tot	-2137.662264	a.u.
energy relative to the best compared isomer or geometry (same formula, charge and spin)	3.168	eV
orbital gap	9.566	eV